Formula: C18H42N3O2S
Source: OMol25
Level of theory: ωB97M-V/def2-TZVPD

Geometry (Å):
C (0.986, -6.782, 2.749)
C (1.350, -5.260, 2.363)
O (1.209, -4.888, 1.191)
O (1.854, -4.472, 3.427)
C (0.967, -3.388, 3.780)
C (-0.589, -3.755, 3.793)
C (-1.261, -3.078, 2.513)
N (-2.706, -3.408, 2.305)
S (-3.616, -2.369, 1.228)
C (-3.387, -4.412, 2.889)
N (-3.682, -5.674, 2.228)
N (-3.863, -4.213, 4.246)
H (0.105, -6.783, 3.488)
H (1.890, -7.148, 3.355)
H (0.789, -7.424, 1.839)
H (1.133, -2.434, 3.165)
H (1.239, -3.096, 4.855)
H (-0.826, -4.856, 3.938)
H (-1.034, -3.216, 4.709)
H (-1.217, -1.942, 2.692)
H (-0.716, -3.260, 1.533)
H (-3.101, -2.489, -0.057)
H (-4.522, -5.485, 1.643)
H (-3.990, -6.361, 2.932)
H (-3.084, -4.156, 4.924)
H (-4.499, -4.986, 4.481)
C (-0.764, 4.446, 0.982)
C (-0.756, 3.614, -0.293)
C (-1.830, 2.525, -0.314)
C (-1.703, 1.460, 0.778)
C (-0.376, 0.700, 0.800)
C (-0.117, -0.098, -0.471)
H (-0.543, 3.839, 1.863)
H (-0.005, 5.231, 0.924)
H (-1.735, 4.927, 1.128)
H (0.236, 3.176, -0.441)
H (-0.924, 4.282, -1.145)
H (-1.822, 2.043, -1.297)
H (-2.815, 2.997, -0.222)
H (-2.521, 0.739, 0.654)
H (-1.858, 1.922, 1.758)
H (-0.388, 0.006, 1.649)
H (0.456, 1.387, 0.979)
H (-0.919, -0.822, -0.648)
H (0.822, -0.652, -0.384)
H (-0.038, 0.550, -1.346)
C (2.180, 1.318, -3.360)
C (1.366, 2.602, -3.456)
C (1.540, 3.334, -4.787)
C (2.961, 3.819, -5.085)
C (3.564, 4.759, -4.039)
C (2.794, 6.063, -3.884)
H (3.253, 1.515, -3.417)
H (1.987, 0.819, -2.407)
H (1.913, 0.627, -4.164)
H (1.620, 3.262, -2.621)
H (0.306, 2.351, -3.335)
H (0.851, 4.185, -4.813)
H (1.225, 2.670, -5.601)
H (2.955, 4.329, -6.056)
H (3.625, 2.957, -5.205)
H (4.591, 4.995, -4.337)
H (3.635, 4.256, -3.069)
H (2.745, 6.603, -4.834)
H (3.291, 6.709, -3.156)
H (1.774, 5.892, -3.531)

Values from the calculation:
* frontier orbital gap: 6.55 eV
* E_HOMO: -0.448 Ha
* net charge: +1

Formula: C18H42N7O9
Source: OMol25
Level of theory: ωB97M-V/def2-TZVPD

Geometry (Å):
N (-0.172, -0.962, 0.223)
O (-0.284, -0.609, -0.965)
O (-0.196, -0.110, 1.107)
O (0.167, -2.120, 0.409)
C (2.425, -3.691, -1.865)
C (1.189, -4.207, -2.507)
O (1.385, -5.129, -3.385)
N (0.011, -3.673, -2.277)
C (-1.219, -3.943, -3.033)
H (3.244, -4.410, -1.876)
H (2.253, -3.176, -0.920)
H (2.729, -2.950, -2.603)
H (0.063, -2.912, -1.616)
H (-1.912, -3.143, -2.771)
H (-1.488, -4.986, -2.867)
H (-1.045, -3.817, -4.101)
C (1.040, 5.563, -0.041)
C (0.633, 4.153, -0.193)
O (0.233, 3.607, 0.815)
N (0.744, 3.626, -1.459)
C (0.170, 2.308, -1.811)
H (1.616, 5.846, 0.840)
H (0.217, 6.249, -0.241)
H (1.672, 5.814, -0.893)
H (1.125, 4.143, -2.238)
H (-0.292, 2.495, -2.780)
H (-0.656, 2.060, -1.144)
H (0.831, 1.442, -1.794)
C (-2.894, 4.023, -1.000)
C (-3.069, 2.820, -0.159)
O (-2.660, 2.899, 1.040)
N (-3.426, 1.650, -0.644)
C (-3.005, 1.166, -1.945)
H (-3.665, 4.244, -1.738)
H (-1.983, 3.884, -1.582)
H (-2.875, 4.945, -0.419)
H (-3.625, 0.930, 0.036)
H (-1.985, 0.834, -2.135)
H (-3.330, 1.815, -2.758)
H (-3.450, 0.199, -2.180)
C (-3.073, -1.857, 1.060)
C (-3.636, -0.538, 1.723)
O (-2.887, 0.166, 2.370)
N (-4.929, -0.229, 1.768)
C (-5.384, 0.971, 2.484)
H (-2.741, -1.590, 0.057)
H (-3.796, -2.673, 1.074)
H (-2.182, -2.122, 1.629)
H (-5.528, -1.014, 1.554)
H (-6.029, 1.616, 1.888)
H (-4.660, 1.784, 2.541)
H (-5.810, 0.729, 3.458)
C (3.266, 0.716, 0.045)
C (3.010, 1.823, 1.011)
O (2.131, 1.660, 1.886)
N (3.794, 2.900, 1.007)
C (3.887, 3.908, 2.082)
H (2.668, -0.170, 0.260)
H (4.299, 0.462, -0.191)
H (2.854, 0.952, -0.936)
H (4.508, 2.972, 0.297)
H (4.928, 4.140, 2.308)
H (3.486, 3.556, 3.033)
H (3.408, 4.819, 1.724)
C (4.063, -3.039, 1.408)
C (3.169, -4.176, 1.879)
O (3.590, -4.967, 2.689)
N (1.933, -4.220, 1.459)
C (0.895, -5.213, 1.774)
H (3.427, -2.227, 1.055)
H (4.684, -3.518, 0.651)
H (4.585, -2.514, 2.208)
H (1.725, -3.455, 0.833)
H (0.864, -5.583, 2.799)
H (1.090, -6.023, 1.071)
H (-0.122, -4.922, 1.513)

Values from the calculation:
* frontier orbital gap (spin up / spin down): 1.63 / 7.68 eV
* E_HOMO (spin up / spin down): 0.099 / -0.125 Ha
* net charge: -2
* spin multiplicity: 2
* <S²>: 0.75

Record order is preserved below.
E_tot: -38738.541; -48200.682 eV
Record order is preserved below.
M: 364.6; 500.6 g mol⁻¹